{"formula": "C68H170F30N10O7P5", "method": "ωB97M-V/def2-TZVPD", "total_charge": 5, "energy_ha": -8469.2423, "spin_multiplicity": 1, "e_above_lowest_kcal_mol": 0.00, "homo_lumo_gap_ev": 10.03, "species": ["C", "C", "N", "C", "C", "C", "C", "C", "O", "C", "H", "H", "H", "H", "H", "H", "H", "H", "H", "H", "H", "H", "H", "H", "H", "H", "H", "H", "H", "H", "C", "C", "N", "C", "C", "C", "C", "C", "O", "C", "H", "H", "H", "H", "H", "H", "H", "H", "H", "H", "H", "H", "H", "H", "H", "H", "H", "H", "H", "H", "C", "C", "N", "C", "C", "C", "C", "C", "O", "C", "H", "H", "H", "H", "H", "H", "H", "H", "H", "H", "H", "H", "H", "H", "H", "H", "H", "H", "H", "H", "C", "C", "C", "N", "C", "C", "C", "C", "C", "H", "H", "H", "H", "H", "H", "H", "H", "H", "H", "H", "H", "H", "H", "H", "H", "H", "H", "C", "C", "C", "N", "C", "C", "C", "C", "C", "H", "H", "H", "H", "H", "H", "H", "H", "H", "H", "H", "H", "H", "H", "H", "H", "H", "H", "C", "C", "C", "N", "C", "C", "C", "C", "C", "H", "H", "H", "H", "H", "H", "H", "H", "H", "H", "H", "H", "H", "H", "H", "H", "H", "H", "C", "N", "C", "C", "C", "C", "O", "H", "H", "H", "H", "H", "H", "H", "H", "H", "H", "H", "H", "H", "H", "C", "N", "C", "C", "C", "C", "O", "H", "H", "H", "H", "H", "H", "H", "H", "H", "H", "H", "H", "H", "H", "C", "N", "C", "C", "C", "C", "O", "H", "H", "H", "H", "H", "H", "H", "H", "H", "H", "H", "H", "H", "H", "C", "N", "C", "C", "C", "C", "O", "H", "H", "H", "H", "H", "H", "H", "H", "H", "H", "H", "H", "H", "H", "P", "F", "F", "F", "F", "F", "F", "P", "F", "F", "F", "F", "F", "F", "P", "F", "F", "F", "F", "F", "F", "P", "F", "F", "F", "F", "F", "F", "P", "F", "F", "F", "F", "F", "F"], "xyz": [[1.470092, 3.497653, -5.268217], [2.782246, 4.006320, -4.691658], [3.620508, 2.891042, -4.146610], [4.874528, 3.575978, -3.628324], [3.003662, 2.211142, -2.941268], [4.006255, 1.537752, -2.035504], [4.019787, 1.736338, -5.122162], [4.675435, 2.146971, -6.470288], [3.698130, 2.870722, -7.201437], [4.258239, 3.110646, -8.529875], [1.023590, 4.311481, -5.792531], [0.746424, 3.222939, -4.530264], [1.645030, 2.629148, -5.919856], [2.621089, 4.675481, -3.871373], [3.295590, 4.302272, -5.676157], [5.258303, 4.269396, -4.425033], [5.668572, 2.817259, -3.530385], [4.657855, 4.039338, -2.663260], [2.316933, 1.468518, -3.287767], [2.363753, 3.001161, -2.498016], [4.654780, 0.782235, -2.529229], [3.436739, 0.994621, -1.319649], [4.598344, 2.298164, -1.510329], [3.097453, 1.152879, -5.273227], [4.769494, 1.079014, -4.633057], [4.832351, 1.210907, -6.916350], [5.633684, 2.698500, -6.331619], [3.920443, 4.035044, -8.958779], [4.010251, 2.321397, -9.223696], [5.321287, 3.292938, -8.412287], [0.683449, 2.555158, 3.908750], [-0.405949, 1.732074, 3.192936], [-0.087455, 1.065817, 1.947281], [-1.371174, 0.443357, 1.577243], [0.361126, 2.062227, 0.890033], [-0.674578, 3.075265, 0.374336], [0.933614, -0.000469, 2.191257], [1.006271, -1.082852, 1.143139], [1.586951, -0.678785, -0.098163], [1.161975, -1.530260, -1.134155], [1.041388, 3.372793, 3.212017], [1.494942, 2.002406, 4.513324], [0.108264, 3.068953, 4.712883], [-1.220362, 2.465745, 2.979468], [-0.753824, 0.914967, 3.887291], [-2.142124, 1.250897, 1.661064], [-1.630611, -0.363188, 2.335582], [-1.358414, 0.009187, 0.633364], [0.684409, 1.405332, 0.066286], [1.190066, 2.587804, 1.380293], [-1.143457, 3.750541, 1.075465], [-1.481672, 2.569785, -0.197939], [-0.016555, 3.629234, -0.347879], [0.760771, -0.545831, 3.153134], [1.925185, 0.505929, 2.229712], [-0.007055, -1.497717, 0.961317], [1.570208, -1.975363, 1.410127], [1.613266, -1.282670, -2.093068], [0.067654, -1.495822, -1.257162], [1.382997, -2.581394, -0.839360], [7.517792, -5.694311, -3.912537], [6.271674, -5.740811, -2.984966], [4.943510, -5.960955, -3.598388], [4.583435, -4.896511, -4.586397], [4.997070, -7.267377, -4.332057], [3.746492, -7.692823, -5.126788], [3.882668, -6.108739, -2.486399], [3.712273, -4.902345, -1.614987], [4.571190, -4.986703, -0.467554], [4.460300, -3.867056, 0.352928], [7.340689, -5.204569, -4.872833], [7.965907, -6.731651, -4.062057], [8.386724, -5.097148, -3.513645], [6.106810, -4.778117, -2.536266], [6.359347, -6.400159, -2.126865], [5.080935, -5.110508, -5.486980], [4.920128, -3.888919, -4.244894], [3.517369, -4.848480, -4.654849], [5.157115, -8.005844, -3.580806], [5.855195, -7.238775, -5.008284], [3.889403, -8.705728, -5.479309], [3.632375, -7.123809, -6.021427], [2.802795, -7.657534, -4.530550], [4.208507, -6.990798, -1.895566], [2.934259, -6.292039, -3.030645], [2.689995, -4.847212, -1.335026], [3.952283, -3.997434, -2.127387], [3.410285, -3.542170, 0.532218], [4.914988, -3.054590, -0.187980], [5.022663, -4.136850, 1.297183], [9.368255, 5.096669, 8.149508], [8.737427, 3.772021, 7.591759], [8.262303, 3.963875, 6.159490], [7.565925, 2.809802, 5.371729], [6.660303, 1.974112, 6.207849], [8.617707, 2.027482, 4.696570], [8.911191, 2.775614, 3.451098], [7.775151, 3.891163, 3.317271], [6.732011, 3.370374, 4.276636], [10.282293, 5.402041, 7.621701], [9.657889, 4.921690, 9.211484], [8.657197, 5.925086, 8.002647], [7.989303, 3.317192, 8.204163], [9.539434, 2.988170, 7.514606], [9.157181, 4.162574, 5.572604], [7.474772, 4.717368, 6.193878], [5.864083, 2.514589, 6.677667], [7.378308, 1.533987, 6.905697], [6.274489, 1.254675, 5.517332], [8.170662, 1.072187, 4.540319], [9.416240, 1.845387, 5.395161], [8.852293, 2.054741, 2.652297], [9.949532, 3.131344, 3.364073], [7.396123, 3.904330, 2.275838], [8.156972, 4.875635, 3.580785], [6.132657, 2.583065, 3.758752], [6.105693, 4.113884, 4.666495], [-4.460544, -5.874060, -11.989178], [-3.854521, -5.644639, -10.533003], [-4.021170, -4.252435, -10.112446], [-3.514452, -3.909030, -8.702057], [-2.015736, -4.129506, -8.755698], [-4.145623, -4.809367, -7.738310], [-4.263798, -3.942196, -6.408842], [-3.763353, -2.500580, -6.758921], [-3.756582, -2.516792, -8.284751], [-4.380026, -6.951799, -12.182391], [-3.876799, -5.288583, -12.638319], [-5.530077, -5.623655, -12.142172], [-2.819216, -6.011043, -10.650386], [-4.149098, -6.267752, -9.713337], [-5.096031, -3.953461, -10.054787], [-3.432598, -3.563807, -10.741915], [-1.506402, -3.425902, -9.400676], [-1.782317, -5.148533, -9.141228], [-1.611753, -4.111134, -7.758151], [-3.476094, -5.642128, -7.633976], [-5.109723, -5.136972, -8.104904], [-3.666739, -4.337139, -5.609643], [-5.275444, -3.897846, -6.074747], [-2.759656, -2.310718, -6.295657], [-4.374960, -1.729486, -6.322108], [-3.046359, -1.817214, -8.719205], [-4.724804, -2.411843, -8.672506], [-7.000274, -5.417806, 0.482819], [-6.080214, -6.360705, -0.337666], [-4.779754, -6.606892, 0.377660], [-3.719834, -7.212350, -0.478908], [-4.013519, -8.610488, -0.876987], [-3.499367, -6.321596, -1.672187], [-2.004086, -6.317556, -1.884109], [-1.575452, -6.255719, -0.378438], [-2.448236, -7.232755, 0.397913], [-7.101724, -5.923708, 1.437043], [-7.964263, -5.229106, -0.016267], [-6.549340, -4.460550, 0.648503], [-5.955601, -5.869539, -1.353864], [-6.588711, -7.289107, -0.564564], [-4.939959, -7.237900, 1.261443], [-4.426267, -5.628705, 0.726655], [-3.199831, -9.009334, -1.510968], [-5.047154, -8.746331, -1.353253], [-3.999034, -9.236147, 0.020743], [-4.090659, -6.770113, -2.458790], [-3.886768, -5.306178, -1.560472], [-1.525691, -7.153347, -2.426479], [-1.673751, -5.432139, -2.446868], [-0.495261, -6.351212, -0.247057], [-1.751524, -5.263030, -0.064109], [-2.049148, -8.213347, 0.465249], [-2.682274, -6.868675, 1.411116], [-0.476408, 7.315836, 0.782163], [0.555767, 8.285329, 0.154420], [1.645858, 7.548886, -0.614050], [-0.208728, 9.180548, -0.754055], [1.149088, 9.166000, 1.235920], [1.943499, 10.379879, 0.886859], [3.077571, 10.044388, 0.149838], [-0.807327, 6.656871, -0.034737], [-1.260191, 7.968980, 1.166625], [-0.073326, 6.666197, 1.576142], [2.273648, 6.949549, 0.062926], [2.242361, 8.346183, -1.041371], [1.253773, 6.960329, -1.444634], [0.475138, 9.861474, -1.241323], [-0.903857, 9.760055, -0.133572], [-0.710797, 8.662105, -1.525129], [1.561195, 8.521836, 1.980496], [0.244568, 9.643979, 1.630990], [2.267198, 10.734372, 1.921815], [1.313120, 11.217716, 0.370631], [3.681598, 10.782640, 0.139070], [-5.491826, 7.165914, 6.190827], [-5.113884, 6.099379, 7.264840], [-5.533569, 6.547570, 8.610078], [-5.698630, 4.723462, 6.937670], [-3.603166, 6.113584, 7.200284], [-2.751862, 5.595853, 8.368415], [-3.183066, 4.271083, 8.549994], [-4.929374, 6.951820, 5.275830], [-5.296195, 8.192203, 6.560294], [-6.554939, 7.139842, 6.014131], [-6.636771, 6.635892, 8.595022], [-5.093909, 7.528386, 8.786264], [-5.155075, 5.819325, 9.315024], [-5.343155, 3.994792, 7.661753], [-5.387357, 4.552991, 5.928783], [-6.783607, 4.820619, 6.894734], [-3.261493, 7.152192, 6.957750], [-3.372888, 5.512299, 6.358659], [-2.894966, 6.252835, 9.178628], [-1.670046, 5.619410, 8.071796], [-2.438929, 3.738303, 8.880442], [-7.712491, 2.733395, 0.126776], [-6.539652, 2.044285, -0.541747], [-5.487930, 2.989763, -1.091868], [-5.824913, 1.130544, 0.540433], [-6.884604, 1.073283, -1.620536], [-7.928178, 1.623754, -2.699143], [-7.481691, 2.816433, -3.273570], [-8.355354, 3.139626, -0.637427], [-7.284732, 3.537478, 0.734929], [-8.137151, 2.041260, 0.840033], [-5.206429, 3.796764, -0.418892], [-5.898108, 3.503218, -1.942226], [-4.606334, 2.461320, -1.357922], [-5.274792, 0.444077, -0.010562], [-6.587481, 0.746933, 1.177226], [-5.229064, 1.763241, 1.239782], [-7.401323, 0.213708, -1.176861], [-5.903640, 0.743898, -2.024063], [-8.925650, 1.602231, -2.251541], [-7.939736, 0.893010, -3.516259], [-7.936537, 3.096730, -4.100107], [-2.521288, -2.887157, 6.667747], [-2.058119, -4.274559, 6.354875], [-1.271547, -4.902726, 7.511319], [-3.210885, -5.174542, 6.186013], [-1.127822, -4.188083, 5.124085], [-1.761456, -4.388541, 3.757829], [-2.662629, -3.343771, 3.500864], [-1.636090, -2.385639, 7.049900], [-3.308401, -2.907627, 7.445900], [-2.913699, -2.359066, 5.773414], [-0.334025, -4.380648, 7.596209], [-1.002163, -5.933829, 7.166700], [-1.892981, -4.878420, 8.390193], [-2.756991, -6.108552, 5.784536], [-3.950149, -4.752594, 5.531847], [-3.727692, -5.439877, 7.102525], [-0.320501, -4.944859, 5.303932], [-0.582404, -3.273340, 5.177687], [-2.100594, -5.365600, 3.617298], [-0.918403, -4.324420, 3.069510], [-2.702853, -3.266267, 2.542898], [0.396310, -3.739489, -4.456373], [0.639052, -2.189685, -4.795336], [-0.681272, -3.396737, -3.276536], [-0.739092, -3.789345, -5.559895], [0.185126, -5.273305, -4.149796], [1.506959, -4.042296, -5.586068], [1.584825, -3.617664, -3.370875], [3.712667, 4.150340, 0.840503], [5.047415, 3.750351, 0.002096], [3.172373, 2.692313, 0.668791], [4.481999, 3.795464, 2.231352], [2.399236, 4.582455, 1.643906], [4.330893, 5.662843, 0.830175], [2.985161, 4.653616, -0.570192], [1.860543, -1.738915, 5.735884], [2.073924, -1.029568, 7.196199], [3.301083, -2.475211, 5.855941], [1.212095, -3.077398, 6.358212], [1.661751, -2.506854, 4.285464], [0.369958, -1.178628, 5.626720], [2.512373, -0.449663, 4.904075], [-3.636990, -2.235727, 0.186476], [-4.051318, -1.221700, 1.409201], [-4.327375, -3.472391, 0.907553], [-5.157992, -2.018149, -0.406016], [-3.151164, -3.201223, -0.982060], [-2.995325, -0.981708, -0.609471], [-2.196974, -2.452255, 1.010322], [-3.737057, 4.468680, 3.000186], [-3.374899, 3.425762, 1.786957], [-3.564791, 3.298400, 4.072960], [-2.195981, 4.928614, 3.012235], [-4.091990, 5.564865, 4.122556], [-3.929874, 5.665119, 1.916317], [-5.362358, 4.135834, 2.793052]], "forces_ev_per_a": [[0.23, -0.73, 0.49], [-0.27, -1.65, -3.07], [2.08, -0.95, 0.52], [1.02, -0.22, -1.43], [-0.63, 0.63, -0.27], [0.66, 0.53, -0.11], [0.31, 0.67, -0.25], [-1.74, 1.21, 2.08], [1.22, 0.19, -1.20], [-0.03, 0.49, 0.69], [-0.26, 0.45, -0.78], [-0.41, -0.34, 0.72], [-0.20, 0.61, -0.01], [0.35, 0.82, 0.08], [-0.19, 0.48, 2.14], [-0.68, -0.35, 0.97], [-0.45, 0.32, 0.30], [0.09, 0.21, -0.35], [-0.52, -0.42, -0.60], [0.73, -0.46, 0.45], [-0.40, 0.65, 0.07], [-0.45, -0.41, 0.82], [-0.06, -0.68, -0.03], [0.44, 0.30, -0.18], [-0.67, 0.63, 0.17], [0.72, -1.37, -0.97], [-0.59, -0.27, -0.14], [-0.80, 0.45, 0.14], [0.17, -0.46, 0.02], [0.33, -0.48, -0.22], [0.31, 0.40, 0.61], [-0.22, 0.97, 2.80], [-0.52, -0.66, -0.66], [-1.76, 0.22, 2.28], [-0.05, -0.28, 0.37], [0.71, -0.79, -1.20], [1.99, -0.51, 0.14], [-0.78, -0.86, -1.22], [-0.22, 1.06, 0.07], [-0.63, -1.05, 0.31], [0.09, -0.99, 1.08], [-1.04, 0.59, -1.60], [0.33, -0.14, -0.55], [0.44, -0.85, 0.20], [0.06, 0.99, -0.64], [0.52, -0.90, -0.31], [0.39, 1.03, -0.94], [0.12, -0.52, -1.68], [0.21, 0.58, 0.30], [-0.25, -0.37, -0.65], [0.22, 0.08, 0.34], [0.50, 0.35, 0.26], [-0.88, -0.07, 0.49], [-0.10, 0.89, -0.62], [-0.67, -0.26, 0.28], [0.33, 0.33, -0.02], [0.23, 0.19, 1.06], [0.26, 0.05, 0.23], [0.13, 0.10, -0.04], [0.10, 0.38, -0.50], [1.02, -1.02, 0.26], [0.99, 1.35, 0.38], [-0.67, -0.90, -0.51], [0.22, 1.33, 1.78], [-0.76, -0.60, -0.95], [-0.25, 0.30, 1.00], [0.21, -0.38, -0.88], [1.54, -0.37, 0.98], [-0.88, -1.35, -1.04], [0.23, 0.06, 1.05], [-0.28, -0.32, -0.03], [-0.77, 1.32, -0.08], [-1.22, -0.53, 0.25], [0.44, 0.62, 0.36], [0.21, -0.42, -0.23], [0.34, -0.28, -1.24], [-0.12, -0.88, 0.00], [-0.61, -0.12, -0.47], [0.46, -0.57, 0.60], [-0.10, 0.07, 0.22], [0.12, -0.34, 0.22], [-0.26, 0.69, -0.54], [0.77, -0.07, -0.53], [-0.41, 0.54, -0.31], [0.62, -0.03, 0.44], [-1.07, 0.12, 0.48], [-0.01, 0.86, -0.71], [0.44, -0.53, 0.24], [0.51, 0.83, 0.16], [-0.85, 0.71, -1.00], [-0.37, -0.72, -0.05], [2.01, -1.17, -0.92], [-0.92, 0.03, 0.01], [-0.94, 0.87, 1.52], [2.13, -0.41, 0.20], [-0.35, -0.53, 1.13], [0.41, 0.95, -1.39], [0.92, -0.99, -1.19], [1.03, -0.46, -1.59], [-0.23, -0.40, -0.03], [-0.48, 0.42, -0.76], [0.18, -0.24, 0.56], [-0.65, 0.24, 0.68], [-0.41, 0.61, 0.44], [-0.43, 0.73, -0.21], [0.45, 0.50, -0.47], [-0.16, 0.53, 0.25], [-0.85, -0.39, 0.35], [-0.42, -0.69, -0.01], [-0.22, -0.82, -0.53], [0.50, 0.20, 0.20], [-0.27, -0.04, -0.57], [-0.50, 0.30, 0.35], [0.18, 0.22, 0.69], [-0.08, -0.04, -0.02], [0.47, 0.37, 0.81], [-1.06, 0.94, 0.55], [-1.12, -1.11, 2.31], [0.52, -1.46, -1.49], [-0.16, 2.74, 0.45], [2.63, -1.05, -1.87], [0.23, -1.59, 0.17], [-0.04, 1.00, 2.30], [0.57, 0.21, -1.01], [1.13, -1.11, 0.36], [0.20, 0.34, 0.70], [0.19, 0.43, -0.30], [0.74, 0.48, -1.09], [0.60, 0.08, 0.47], [-0.07, 0.84, -0.06], [-1.18, -0.85, -0.05], [0.74, -0.21, -0.47], [-0.66, -0.10, -0.09], [-0.30, 0.38, -0.05], [-0.46, 0.77, 0.25], [0.11, 0.38, 0.46], [-0.04, -0.55, 0.26], [-0.14, 0.04, -0.05], [0.29, -0.38, 0.29], [-0.78, -0.15, 0.13], [-0.63, -0.39, -0.76], [-0.56, 0.21, -0.23], [-0.12, -0.20, -0.31], [-1.56, 1.21, -0.36], [0.18, -1.12, -0.39], [-0.91, 1.28, -1.69], [-0.89, 0.52, 0.38], [-0.19, 0.01, 1.45], [-1.16, -1.18, -0.43], [0.25, -0.69, -1.23], [0.86, 0.27, 0.68], [1.32, -0.28, -1.04], [0.08, 1.82, -0.87], [-0.66, 0.26, 0.35], [0.33, -0.45, 0.34], [0.46, 0.49, 0.06], [0.25, -0.54, 1.15], [-0.26, -0.27, 0.16], [0.11, -0.04, -0.27], [0.33, -0.35, -0.14], [-0.54, 0.50, 0.03], [1.67, 0.52, 0.48], [-0.14, 0.24, -0.02], [0.02, -0.10, -0.38], [0.23, -0.25, 0.69], [-0.71, -0.05, 0.37], [-0.18, -0.11, 0.43], [-0.11, -0.54, 0.07], [-0.56, 1.23, 0.51], [0.20, -0.92, -0.18], [-0.07, -0.23, -0.53], [0.76, 0.20, -0.52], [-0.03, -0.99, -0.17], [0.19, 0.54, 0.29], [0.42, 0.94, 0.65], [-2.19, 0.27, -0.12], [0.35, 1.60, 0.50], [0.07, -0.40, -0.45], [-0.14, 0.43, 0.33], [-0.13, -0.43, -0.03], [0.25, 0.59, -0.32], [-0.45, 0.16, -0.21], [0.30, -0.07, 0.00], [-0.39, -0.09, 0.42], [0.25, 0.16, 0.02], [0.04, -0.20, -0.36], [-0.63, -0.91, -0.55], [0.65, -0.37, 0.32], [0.05, -0.40, 0.58], [-0.63, 0.03, -1.17], [0.98, -1.48, 0.96], [0.36, 0.35, -0.07], [-0.11, -0.20, 0.60], [0.54, 1.08, -0.43], [-0.85, 0.34, -0.36], [-0.03, 1.39, -0.13], [1.40, 0.87, -0.22], [-0.22, -0.36, -2.13], [0.63, -0.75, 0.82], [-0.32, 0.07, 0.44], [0.31, -0.81, 0.08], [-0.38, -0.40, -0.09], [0.62, -0.15, 0.34], [-0.04, -0.06, 0.14], [-0.29, -0.05, 0.31], [-0.02, 0.14, -0.16], [0.42, -0.61, -0.49], [0.05, 0.03, 0.43], [-0.55, -0.74, 0.32], [0.25, -0.49, -0.93], [-0.04, 0.42, 1.62], [-0.96, 0.26, 0.05], [-0.56, 0.21, 0.00], [1.54, 0.33, -0.02], [1.55, -0.71, 1.57], [-1.04, 1.12, 0.38], [-0.72, 3.38, 0.66], [-1.36, 0.39, -1.36], [1.38, -1.47, -0.21], [-0.13, 1.34, -0.23], [-0.38, -0.02, 0.03], [-0.07, -0.01, -0.24], [-0.59, -0.21, -0.36], [-0.21, -0.41, 0.74], [-0.21, -0.18, -0.51], [0.57, -0.77, -0.20], [1.03, -1.36, -0.50], [-0.63, -0.91, -0.02], [-0.09, -0.22, -0.98], [0.31, 0.13, 0.09], [-0.85, 0.19, -0.08], [0.00, 0.58, 0.01], [-0.12, -0.46, 0.43], [0.14, -0.70, 1.00], [-0.21, 0.46, 0.51], [0.10, 0.10, 0.33], [0.40, -0.30, -1.60], [0.37, -1.46, -1.03], [0.47, -1.87, 0.35], [1.57, 1.92, 0.74], [-0.32, -0.57, 0.26], [-0.10, 0.35, -0.03], [0.48, -0.18, -0.35], [0.39, -0.71, 0.41], [0.19, 0.47, 0.35], [-0.55, 0.77, 0.57], [0.00, -0.06, 0.30], [-0.80, 0.48, 0.07], [-0.08, 0.19, -0.62], [0.39, 0.35, 0.42], [-0.86, 0.35, -0.32], [-0.13, 0.81, 0.11], [-1.35, -1.67, -0.04], [0.37, 0.15, -0.07], [-0.26, 0.40, -0.09], [0.62, 1.56, 0.25], [-0.58, 1.00, 0.34], [0.09, 0.25, -0.45], [-1.22, -0.12, -0.68], [0.30, -1.28, 0.18], [0.39, -0.99, -0.34], [0.50, -0.55, 0.71], [2.21, 2.47, -0.90], [0.01, -0.55, -0.16], [-0.39, -1.11, -0.07], [-0.45, 0.03, -0.37], [-0.28, 0.31, 0.27], [-0.46, 0.04, 1.22], [-0.45, -0.99, -0.13], [2.16, -1.07, -0.15], [-0.34, -0.37, -1.42], [-0.14, 0.99, -0.06], [-0.33, -0.44, 1.40], [-0.16, 0.64, -0.56], [-0.54, 1.20, -0.31], [-0.74, -0.79, 1.05], [-0.88, 1.51, 0.65], [0.16, -0.35, -0.25], [0.79, -1.17, 1.43], [0.98, 0.80, -1.18], [-0.02, -0.10, -0.31], [-0.46, -0.19, -0.01], [-0.60, -0.46, -0.79], [-1.37, 1.06, -2.30], [-0.31, -0.14, 0.29], [0.11, 0.41, 0.01], [0.82, -0.72, 0.99], [0.01, -0.49, 0.84], [-0.38, -0.11, -0.69], [1.21, -0.29, 0.53]], "lowdin_charge": [-0.0577, -0.1612, -0.2540, 0.0120, -0.1698, -0.0604, -0.0504, -0.1945, -0.2154, -0.0364, 0.0835, 0.0671, 0.0831, 0.1249, 0.1515, 0.1275, 0.1123, 0.0991, 0.1137, 0.1319, 0.0980, 0.0609, 0.0561, 0.1357, 0.1319, 0.1148, 0.1428, 0.0880, 0.0954, 0.0892, -0.0366, -0.2090, -0.2796, -0.0175, -0.1381, -0.0396, -0.0699, -0.1906, -0.2066, -0.1026, 0.0752, 0.1033, 0.0857, 0.1075, 0.1504, 0.1109, 0.1374, 0.0577, 0.1285, 0.0803, 0.0447, 0.0841, 0.0916, 0.1251, 0.1575, 0.1027, 0.1245, 0.0817, 0.0911, 0.0848, -0.0448, -0.1673, -0.2818, 0.0300, -0.1644, -0.0361, -0.0477, -0.2034, -0.1910, -0.0983, 0.0729, 0.1073, 0.1034, 0.1112, 0.1403, 0.0928, 0.1303, 0.0762, 0.1244, 0.1306, 0.0906, 0.0704, 0.0911, 0.1599, 0.1289, 0.1103, 0.1093, 0.0841, 0.0793, 0.1261, -0.0658, -0.2243, -0.1019, -0.2870, 0.0400, -0.1327, -0.1172, -0.1045, -0.1402, 0.0818, 0.0959, 0.0792, 0.0938, 0.1255, 0.1350, 0.1391, 0.1156, 0.1168, 0.1012, 0.1286, 0.1400, 0.1111, 0.1298, 0.1231, 0.1146, 0.1513, 0.1181, -0.0395, -0.2331, -0.1413, -0.2948, 0.0367, -0.0823, -0.0872, -0.1172, -0.1031, 0.0876, 0.0587, 0.0907, 0.1166, 0.0957, 0.1576, 0.1522, 0.1160, 0.1135, 0.0890, 0.1285, 0.1363, 0.0958, 0.0990, 0.1189, 0.1090, 0.1469, 0.1187, -0.0648, -0.2268, -0.1605, -0.2581, 0.0142, -0.1204, -0.1144, -0.1270, -0.0578, 0.0794, 0.0921, 0.0476, 0.1272, 0.1036, 0.1516, 0.1177, 0.1228, 0.1375, 0.1124, 0.1304, 0.1201, 0.1253, 0.0959, 0.1232, 0.0827, 0.1184, 0.1271, 0.0400, -0.3332, 0.0296, -0.0025, -0.1231, -0.2560, -0.0425, 0.1091, 0.1054, 0.1105, 0.0930, 0.0904, 0.1057, 0.1082, 0.1226, 0.1000, 0.1394, 0.1353, 0.1587, 0.1605, 0.1066, 0.0331, -0.3237, 0.0071, 0.0536, -0.1240, -0.2192, -0.0550, 0.0830, 0.1184, 0.1026, 0.1280, 0.1158, 0.1054, 0.1043, 0.0750, 0.1126, 0.1540, 0.1000, 0.0992, 0.1510, 0.1173, 0.0500, -0.3062, 0.0192, 0.0491, -0.0931, -0.2194, -0.0755, 0.1002, 0.1082, 0.1041, 0.1027, 0.0861, 0.0954, 0.0376, 0.0947, 0.1082, 0.1415, 0.1439, 0.1199, 0.1247, 0.1325, 0.0172, -0.3363, 0.0346, -0.0183, -0.0842, -0.2357, -0.0469, 0.1011, 0.1189, 0.1162, 0.0893, 0.1271, 0.1083, 0.1219, 0.1043, 0.1126, 0.1523, 0.0783, 0.0854, 0.1326, 0.0261, 0.0849, -0.1599, -0.1661, -0.1443, -0.1333, -0.1611, -0.1657, 0.1623, -0.1732, -0.1176, -0.1478, -0.1475, -0.1730, -0.2068, 0.2034, -0.1528, -0.1563, -0.1772, -0.1975, -0.1579, -0.1924, 0.2130, -0.1602, -0.1451, -0.1738, -0.1231, -0.1489, -0.1872, 0.1805, -0.1923, -0.1253, -0.1615, -0.1685, -0.1820, -0.1953]}